The following is a quantum chemistry calculation of a 2-piece molecular cluster, CH7N3 overall, from the OMol25 dataset.

The geometry in XYZ format:
```
11
Properties=species:S:1:pos:R:3
N 1.06 -1.35 -2.02
H 1.70 -0.89 -1.37
H 0.14 -1.16 -1.63
H 1.29 -2.33 -2.02
N 0.27 0.66 1.51
C -0.97 0.93 1.08
N -1.32 1.64 0.09
H 0.33 -0.03 2.24
H 1.13 0.93 1.06
H -1.72 0.35 1.65
H -1.92 1.25 -0.61
```

Calculated values
- Energy relative to the best compared isomer or geometry (same formula, charge and spin): 24.5 kcal per mole
- Net charge: 0
- SMILES: [H]/N=C/N.N

The following is a quantum chemistry calculation of C45H49Br4F4N2O20PS as an isolated structure, from the OMol25 dataset.

The geometry in XYZ format:
```
126
Properties=species:S:1:pos:R:3
C 3.05 -2.52 2.34
C 2.46 -2.23 0.93
C 3.12 -0.98 0.35
C 4.50 -0.95 0.37
C 5.24 0.11 -0.10
P 7.07 0.02 0.05
C 7.91 0.84 -1.38
C 7.48 1.05 1.56
C 8.00 0.13 2.71
C 4.51 1.16 -0.66
C 5.13 2.38 -1.26
Br 5.92 3.71 -0.14
C 5.09 2.53 -2.58
C 4.51 1.56 -3.57
Br 5.78 4.16 -3.33
C 3.14 1.13 -0.68
C 2.40 0.09 -0.18
N 0.96 0.05 -0.18
C 0.42 -0.65 -1.35
O -0.09 -1.90 -0.89
C 0.26 -2.96 -1.62
F -0.12 -4.06 -0.92
F -0.42 -3.03 -2.78
F 1.57 -3.09 -1.83
C 0.33 1.31 0.08
C 0.80 2.51 -0.36
C 0.23 3.73 -0.08
C -0.90 3.76 0.69
C -1.44 5.11 1.00
Br -1.08 5.73 2.79
C -2.09 5.90 0.16
C -2.55 7.28 0.59
Br -2.46 5.29 -1.60
C -1.43 2.56 1.13
C -2.70 2.65 1.98
O -3.65 3.25 1.54
N -2.75 2.02 3.30
C -3.21 2.83 4.34
O -3.40 2.37 5.44
F -3.40 4.13 4.14
C -0.86 1.33 0.84
C -1.59 0.10 1.37
O -0.95 -0.54 2.48
C -1.93 -1.33 3.10
C -2.82 -2.30 2.30
O -2.10 -1.23 4.29
S 2.27 2.53 -1.37
H 3.22 -1.57 2.86
H 4.01 -3.03 2.26
H 2.38 -3.14 2.93
H 1.38 -2.14 0.94
H 2.78 -3.05 0.29
H 5.07 -1.76 0.81
H 7.29 0.75 -2.29
H 8.90 0.43 -1.56
H 8.04 1.92 -1.22
H 6.62 1.63 1.90
H 8.27 1.77 1.34
H 9.09 0.22 2.85
H 7.80 -0.91 2.44
H 7.54 0.34 3.67
H 5.28 1.15 -4.23
H 4.00 0.72 -3.11
H 3.78 2.07 -4.20
H 1.10 -0.73 -2.21
H -0.45 -0.07 -1.69
H 0.67 4.66 -0.43
H -3.08 7.79 -0.22
H -3.15 7.23 1.50
H -1.66 7.85 0.85
H -3.30 1.17 3.28
H -1.69 -0.60 0.53
H -2.62 0.32 1.67
H -3.28 -3.05 2.94
H -2.30 -2.75 1.45
H -3.62 -1.70 1.84
C -1.37 -5.68 -5.38
C -0.99 -4.24 -5.60
O -1.49 -3.98 -6.92
C -2.49 -4.87 -7.16
O -3.22 -4.82 -8.09
O -2.54 -5.82 -6.19
H -1.59 -5.90 -4.34
H -0.61 -6.37 -5.74
H -1.48 -3.56 -4.90
H 0.08 -4.07 -5.56
C -6.31 2.12 6.99
C -6.32 0.62 7.15
O -7.61 0.38 7.71
C -8.41 1.43 7.38
O -9.59 1.46 7.55
O -7.69 2.43 6.82
H -5.72 2.45 6.14
H -5.94 2.63 7.89
H -6.25 0.10 6.19
H -5.54 0.26 7.80
C -6.06 -2.62 -2.26
C -6.48 -1.80 -1.06
O -5.27 -1.69 -0.31
C -4.24 -1.86 -1.17
O -3.10 -1.67 -0.90
O -4.67 -2.29 -2.38
H -6.60 -2.37 -3.16
H -6.14 -3.70 -2.08
H -6.82 -0.80 -1.34
H -7.26 -2.28 -0.48
C -0.45 -7.33 -0.26
C 0.64 -7.64 -1.26
O 0.49 -9.05 -1.46
C -0.79 -9.37 -1.14
O -1.29 -10.43 -1.34
O -1.43 -8.33 -0.55
H -0.86 -6.33 -0.39
H -0.11 -7.44 0.77
H 0.49 -7.13 -2.22
H 1.64 -7.41 -0.89
C 1.81 6.54 -3.54
C 3.07 6.78 -2.74
O 2.56 7.03 -1.43
C 1.35 6.44 -1.33
O 0.73 6.31 -0.32
O 0.92 6.01 -2.55
H 1.95 5.82 -4.35
H 1.38 7.45 -3.94
H 3.71 5.91 -2.71
H 3.64 7.63 -3.11
```

Calculated values
- Net charge: 0

The following is a quantum chemistry calculation of an isolated molecule of CH4INOS, from the OMol25 dataset.

The geometry in XYZ format:
```
9
Properties=species:S:1:pos:R:3
C -0.68 -0.74 0.62
N -0.05 0.60 -1.62
O 0.44 1.78 0.80
S 0.39 0.44 -0.13
I 2.65 -0.61 -0.01
H -0.24 -1.16 1.61
H -1.50 -0.24 0.83
H -0.90 -1.62 -0.14
H -0.11 1.55 -1.97
```

Calculated values
- Energy relative to the best compared isomer or geometry (same formula, charge and spin): 38.8 kcal per mole
- Net charge: 0
- SMILES: C[S@@](=N)(=O)I

The following is a quantum chemistry calculation of a 2-piece molecular cluster, C4H12N2O overall, from the OMol25 dataset.

The geometry in XYZ format:
```
19
Properties=species:S:1:pos:R:3
C 2.35 1.78 -0.84
C 1.25 0.73 -1.00
C 1.17 -0.28 0.14
N -0.67 -1.56 1.91
C -0.47 -1.90 0.59
N 0.33 -1.38 -0.23
H 2.52 2.33 -1.76
H 2.01 2.55 -0.14
H 3.25 1.34 -0.44
H 0.28 1.23 -1.10
H 1.41 0.12 -1.88
H 0.95 0.24 1.09
H 2.17 -0.70 0.33
H -1.49 -1.99 2.33
H -0.29 -0.72 2.28
H -1.07 -2.73 0.25
H -2.48 1.59 -1.05
H -3.69 0.96 -0.32
O -3.33 1.81 -0.62
```

Calculated values
- Energy relative to the best compared isomer or geometry (same formula, charge and spin): 28.2 kcal per mole
- Net charge: 0
- SMILES: CCC/N=C\N.O

The following is a quantum chemistry calculation of a 16-piece molecular cluster, C55H155N13O16 overall, from the OMol25 dataset.

The geometry in XYZ format:
```
239
Properties=species:S:1:pos:R:3
C -2.46 4.14 4.09
C -2.34 2.78 4.81
C -3.27 2.52 6.00
O -2.77 3.17 7.10
C -3.48 3.03 8.35
N -2.59 1.83 3.73
H -1.88 4.27 3.18
H -2.28 4.90 4.85
H -3.48 4.47 3.88
H -1.34 2.64 5.22
H -3.15 1.47 6.26
H -4.30 2.77 5.73
H -3.01 3.57 9.17
H -3.81 2.02 8.62
H -4.47 3.44 8.16
H -2.44 0.85 3.95
H -1.88 1.92 3.03
C -0.05 -5.35 4.12
C -0.36 -3.90 3.49
C 0.15 -3.80 2.02
O -0.61 -4.73 1.20
C -0.05 -5.10 -0.01
N -1.81 -3.75 3.59
H -0.46 -6.21 3.58
H -0.40 -5.38 5.15
H 1.03 -5.44 4.02
H 0.18 -3.19 4.12
H 1.23 -3.92 2.10
H 0.15 -2.79 1.61
H -0.77 -5.78 -0.47
H 0.88 -5.63 0.20
H 0.13 -4.28 -0.70
H -2.19 -4.12 4.45
H -2.26 -4.24 2.83
C -3.55 -3.06 0.51
C -3.90 -4.46 0.01
C -3.53 -4.72 -1.45
O -4.35 -3.92 -2.18
C -4.30 -4.26 -3.59
N -3.23 -5.40 0.95
H -3.69 -3.00 1.59
H -4.23 -2.32 0.09
H -2.49 -2.90 0.29
H -4.98 -4.60 0.07
H -3.75 -5.74 -1.75
H -2.48 -4.47 -1.59
H -4.35 -5.34 -3.76
H -3.45 -3.91 -4.17
H -5.24 -3.94 -4.04
H -2.24 -5.25 0.83
H -3.41 -6.38 0.80
C -5.80 4.12 -2.08
C -4.91 4.90 -1.07
C -5.73 5.36 0.15
O -5.06 5.71 1.39
C -3.99 6.66 1.32
N -3.73 4.16 -0.73
H -5.29 3.78 -2.98
H -6.71 4.68 -2.31
H -6.19 3.28 -1.49
H -4.63 5.76 -1.68
H -6.46 4.59 0.39
H -6.36 6.21 -0.11
H -3.33 6.34 0.51
H -3.51 6.82 2.28
H -4.50 7.59 1.06
H -4.11 3.34 -0.26
H -3.25 4.57 0.06
C 2.07 2.80 -1.53
C 2.80 4.20 -1.51
C 3.84 4.34 -2.60
O 4.93 3.39 -2.66
C 5.92 3.77 -3.59
N 1.71 5.17 -1.63
H 2.93 2.14 -1.44
H 1.54 2.65 -2.47
H 1.33 2.57 -0.76
H 3.24 4.30 -0.52
H 4.29 5.34 -2.55
H 3.33 4.44 -3.56
H 6.50 4.64 -3.28
H 5.50 4.00 -4.57
H 6.66 2.98 -3.75
H 2.12 6.09 -1.68
H 1.23 5.13 -0.74
C -5.66 0.41 1.06
C -5.92 1.71 1.83
C -6.33 1.44 3.28
O -7.50 0.56 3.27
C -7.81 0.21 4.60
N -4.76 2.54 1.70
H -4.77 -0.09 1.43
H -5.51 0.65 0.01
H -6.38 -0.39 1.26
H -6.72 2.24 1.32
H -6.55 2.41 3.74
H -5.49 1.03 3.84
H -8.45 0.95 5.08
H -6.95 -0.06 5.22
H -8.31 -0.75 4.54
H -4.87 3.52 1.90
H -4.08 2.22 2.38
C 3.80 -4.35 -2.84
C 4.57 -3.65 -1.70
C 4.64 -4.49 -0.35
O 3.36 -4.86 0.13
C 3.39 -5.74 1.25
N 5.89 -3.41 -2.19
H 3.88 -3.87 -3.81
H 2.73 -4.36 -2.62
H 4.02 -5.41 -2.96
H 4.21 -2.64 -1.49
H 5.22 -3.94 0.39
H 5.29 -5.33 -0.60
H 4.03 -5.21 1.96
H 3.88 -6.67 0.98
H 2.40 -5.93 1.65
H 6.40 -4.28 -2.29
H 5.72 -3.17 -3.16
C -8.45 -1.02 -3.58
C -7.04 -0.81 -4.17
C -5.93 -0.73 -3.12
O -4.73 -0.29 -3.76
C -4.46 1.03 -3.51
N -6.81 -1.90 -5.11
H -9.21 -1.09 -4.36
H -8.64 -0.14 -2.96
H -8.55 -1.82 -2.85
H -7.05 0.13 -4.73
H -5.76 -1.70 -2.66
H -6.16 -0.14 -2.23
H -5.34 1.62 -3.75
H -3.59 1.36 -4.07
H -4.20 1.03 -2.45
H -5.96 -1.70 -5.62
H -6.64 -2.75 -4.60
C -1.22 -0.30 -5.04
C -0.57 -1.44 -5.79
C -0.32 -2.61 -4.82
O 0.33 -3.72 -5.38
C 1.75 -3.55 -5.67
N -1.52 -1.82 -6.84
H -2.04 -0.71 -4.45
H -1.60 0.47 -5.71
H -0.52 0.17 -4.35
H 0.35 -1.07 -6.26
H -1.32 -2.97 -4.59
H 0.26 -2.34 -3.94
H 2.12 -4.57 -5.73
H 2.27 -3.07 -4.84
H 1.92 -3.02 -6.60
H -1.14 -2.57 -7.41
H -1.49 -1.01 -7.45
C 1.15 1.46 3.81
C 2.62 1.92 3.74
C 3.19 2.00 2.31
O 4.61 2.34 2.30
C 5.29 1.93 1.07
N 2.58 3.25 4.41
H 0.73 1.48 4.81
H 0.96 0.51 3.30
H 0.57 2.21 3.26
H 3.24 1.21 4.28
H 2.61 2.64 1.64
H 3.04 1.03 1.85
H 5.19 0.85 0.91
H 6.36 2.12 1.08
H 4.89 2.48 0.22
H 3.47 3.73 4.41
H 2.18 3.17 5.34
C 6.39 -4.61 6.39
C 6.00 -3.31 5.83
C 5.52 -3.37 4.38
O 5.06 -2.11 3.96
C 4.45 -2.17 2.66
N 4.91 -2.69 6.61
H 5.54 -5.30 6.37
H 6.70 -4.48 7.43
H 7.23 -5.03 5.84
H 6.84 -2.62 5.87
H 4.76 -4.14 4.24
H 6.43 -3.62 3.83
H 3.88 -1.28 2.39
H 3.82 -3.05 2.56
H 5.24 -2.16 1.92
H 4.65 -1.83 6.15
H 4.04 -3.16 6.40
C 5.59 0.00 -2.06
C 7.00 0.24 -2.62
C 7.96 0.81 -1.62
O 9.08 1.37 -2.33
C 10.11 2.07 -1.59
N 7.44 -1.08 -3.16
H 5.11 0.97 -1.96
H 5.57 -0.55 -1.12
H 5.05 -0.60 -2.79
H 6.91 0.84 -3.53
H 8.37 -0.04 -1.06
H 7.46 1.50 -0.95
H 9.91 3.05 -1.15
H 10.93 2.22 -2.29
H 10.35 1.46 -0.72
H 7.17 -1.78 -2.49
H 8.39 -1.14 -3.51
C -2.29 0.52 -0.45
C -0.95 0.24 0.17
C 0.17 -0.25 -0.77
O 1.34 -0.28 0.04
C 2.42 -0.98 -0.57
N -0.59 1.50 0.86
H -2.88 1.08 0.28
H -2.84 -0.39 -0.67
H -2.23 1.02 -1.41
H -1.06 -0.48 0.97
H 0.36 0.30 -1.68
H -0.15 -1.23 -1.13
H 3.28 -0.88 0.09
H 2.75 -0.46 -1.47
H 2.30 -2.05 -0.76
H -0.48 2.19 0.13
H 0.31 1.40 1.30
C -0.50 5.24 1.09
O 0.61 6.08 0.87
H -0.13 4.26 1.39
H -1.23 5.63 1.81
H -1.01 5.12 0.13
H 1.13 6.05 1.68
C -1.09 3.15 -2.89
O -2.19 4.02 -3.07
H -1.25 2.23 -3.45
H -0.12 3.62 -3.04
H -1.11 2.78 -1.87
H -2.61 4.10 -2.21
C 2.97 0.96 -4.38
O 2.97 0.25 -5.60
H 3.11 0.39 -3.46
H 3.58 1.86 -4.34
H 1.94 1.29 -4.26
H 3.77 0.46 -6.09
```

Calculated values
- Energy relative to the best compared isomer or geometry (same formula, charge and spin): 23.2 kcal per mole
- Net charge: 0

The following is a quantum chemistry calculation of C28H28N6O3Pd as an isolated structure, from the OMol25 dataset.

The geometry in XYZ format:
```
66
Properties=species:S:1:pos:R:3
Pd -1.45 -1.35 0.24
C -2.95 -0.69 3.47
C -4.14 -0.68 2.56
C -5.38 -1.15 2.97
C -6.47 -1.15 2.11
C -6.31 -0.66 0.82
C -5.08 -0.18 0.38
C -4.89 0.34 -1.01
C -3.98 -0.20 1.25
N -2.72 0.23 0.81
C -2.52 1.53 0.81
O -3.35 2.41 1.17
C -1.15 2.05 0.35
C -1.06 3.42 0.16
C 0.14 3.96 -0.27
C 1.21 3.11 -0.48
C 1.04 1.75 -0.26
N -0.12 1.22 0.14
C 2.27 0.88 -0.51
O 3.37 1.49 -0.64
N 2.07 -0.42 -0.61
C 3.15 -1.25 -0.80
C 4.16 -1.44 0.18
C 4.20 -0.55 1.38
C 5.12 -2.43 0.00
C 5.13 -3.23 -1.14
C 4.16 -3.02 -2.12
C 3.18 -2.06 -1.96
C 2.11 -1.85 -3.00
H -3.21 -1.12 4.45
H -2.56 0.32 3.62
H -2.15 -1.28 3.01
H -5.49 -1.53 3.98
H -7.43 -1.53 2.44
H -7.15 -0.66 0.13
H -5.79 0.21 -1.61
H -4.05 -0.17 -1.49
H -4.63 1.41 -0.98
H -1.94 4.02 0.35
H 0.24 5.03 -0.43
H 2.18 3.46 -0.79
H 3.21 -0.41 1.82
H 4.52 0.45 1.09
H 4.88 -0.94 2.14
H 5.87 -2.57 0.76
H 5.89 -3.99 -1.27
H 4.16 -3.63 -3.02
H 2.15 -2.63 -3.76
H 2.24 -0.88 -3.49
H 1.12 -1.82 -2.53
C 0.75 -5.50 -2.64
N 0.80 -4.72 -1.42
C 1.84 -4.83 -0.55
C 1.90 -4.06 0.55
C 0.85 -3.09 0.71
N -0.17 -2.98 -0.12
C -0.25 -3.79 -1.22
O -1.13 -3.76 -2.06
N 0.88 -2.27 1.78
H 1.63 -6.15 -2.67
H 0.75 -4.84 -3.50
H -0.16 -6.10 -2.67
H 2.61 -5.54 -0.81
H 2.74 -4.09 1.22
H 1.80 -2.04 2.12
H 0.21 -1.49 1.67
```

Calculated values
- Energy relative to the best compared isomer or geometry (same formula, charge and spin): 0.0 kcal per mole
- Net charge: -2

The following is a quantum chemistry calculation of a 2-piece molecular cluster, C4H14N2OS overall, from the OMol25 dataset.

The geometry in XYZ format:
```
22
Properties=species:S:1:pos:R:3
C 0.01 0.41 -2.05
C 0.70 0.50 -0.70
C 1.35 -0.86 -0.35
S 0.07 -2.14 -0.21
N -0.23 1.02 0.28
C 0.30 1.66 1.46
N 0.80 0.85 2.57
H 0.55 -0.20 -2.79
H -0.94 -0.09 -1.97
H -0.13 1.36 -2.57
H 1.56 1.15 -0.77
H 2.12 -1.16 -1.06
H 1.91 -0.76 0.58
H 0.66 -3.08 0.54
H -0.98 0.35 0.43
H 1.14 2.26 1.12
H -0.51 2.24 1.90
H 0.02 0.42 3.04
H 1.49 0.15 2.32
H -3.32 -1.15 0.18
H -3.30 -1.91 -1.18
O -3.26 -1.05 -0.77
```

Calculated values
- Energy relative to the best compared isomer or geometry (same formula, charge and spin): 9.4 kcal per mole
- Net charge: 0
- SMILES: C[C@H](CS)NCN.O

| no. | F_max (eV/Å) | frontier orbital gap (eV) |
| --- | --- | --- |
| 1 | 2.42 | 9.33 |
| 2 | 2.86 | 8.22 |
| 3 | 6.80 | 8.39 |
| 4 | 1.03 | 9.81 |
| 5 | 3.04 | 9.17 |
| 6 | 0.21 | 4.44 |
| 7 | 1.35 | 9.03 |